Record 1
106
Properties=species:S:1:pos:R:3:forces:R:3:mulliken_charge:R:1 method="wB97M-V/def2-TZVPD" relative_energy_ev=7.641 molar_mass_g_mol=748.868 homo_ev=-9.1 gap_ev=3.35 total_charge=+3 e_tot_ev=-91700.803
C 11.58996 2.14880 13.32189 1.2492 0.4176 -0.0852 -1.440
C 12.33982 3.23844 12.42208 -2.8888 -1.6290 0.5840 0.230
C 13.29178 4.08743 13.20417 2.0390 0.1689 -0.1794 -0.549
O 14.61922 3.52999 13.36991 -1.6997 -1.2202 -0.7799 -0.344
C 15.52541 4.20144 14.22645 0.2813 0.7218 -0.0903 -0.714
N 12.86044 2.53173 11.20650 0.3915 -1.7160 -0.2500 -0.311
H 13.28664 1.65036 11.45479 1.0624 -0.2554 0.7714 0.379
H 12.13543 2.11995 10.63650 -1.2331 0.4881 -0.1971 0.347
H 13.47607 2.95602 10.52747 0.5255 0.9438 0.2402 0.331
H 12.40186 1.71278 13.90396 -0.0723 -0.5839 -0.0591 0.428
H 10.98466 1.38768 12.82954 0.3811 0.0093 -0.5145 0.401
H 10.90961 2.51981 14.08842 0.1362 0.8452 -0.3053 0.376
H 11.58265 3.88181 11.97389 0.0246 0.3189 0.3446 0.271
H 12.82462 4.23709 14.17754 -0.0303 0.4436 -0.0317 0.373
H 13.32169 4.97975 12.57890 0.5102 0.7399 0.6494 0.352
H 15.94230 5.02908 13.65259 -0.1865 0.5578 0.4479 0.298
H 16.40309 3.61059 14.48851 -0.4062 -0.6972 -0.3513 0.261
H 15.06936 4.47366 15.17831 -0.1535 0.3651 -0.1360 0.310
C 13.73498 -6.42378 2.65231 -0.9622 1.4919 -1.2101 -1.345
C 12.61094 -5.35252 2.71688 -0.7222 -1.8322 0.1362 0.101
C 11.44576 -5.58386 1.69896 -0.6500 -1.6109 0.0675 -0.851
O 10.89674 -7.00888 1.78450 1.6970 2.2201 0.8490 -0.322
C 10.11713 -7.35228 0.66596 -0.3783 0.8886 -1.6935 -0.779
N 11.95348 -5.46397 4.17293 1.8273 1.5446 -0.9707 -0.273
H 10.97341 -5.22003 4.17960 -0.6895 -0.8890 0.0401 0.329
H 12.29799 -6.29759 4.62736 -0.9848 -1.0641 -0.1483 0.362
H 12.35835 -4.77814 4.79406 0.3559 0.8287 0.0618 0.342
H 14.11017 -6.26884 1.64070 -0.0345 -0.4962 -0.2983 0.351
H 13.27558 -7.41004 2.71816 0.6181 -0.0774 0.3377 0.435
H 14.61556 -6.12845 3.22280 -0.3451 -0.5684 0.7095 0.423
H 13.09253 -4.38355 2.58553 -0.6369 0.2201 0.2780 0.293
H 11.70804 -5.29344 0.68163 0.8645 -0.7486 -0.1957 0.491
H 10.64321 -4.85473 1.81018 -0.4494 -0.1205 0.9011 0.518
H 10.69576 -7.29507 -0.25598 0.3459 0.2853 -0.1064 0.323
H 9.29465 -6.64568 0.55476 -0.2387 0.0330 0.0274 0.312
H 9.69391 -8.35272 0.57601 0.2901 -0.1577 1.3001 0.288
C 0.17152 -8.06385 3.88837 0.0170 -1.2135 1.2039 -1.452
C 0.87613 -7.64693 2.64210 -0.9141 1.6956 0.3357 0.365
C 2.05399 -6.69865 2.95488 0.6604 -1.6100 -2.1662 -0.822
O 2.59384 -6.40231 1.65084 -2.8123 -0.6810 0.5583 -0.312
C 3.42279 -5.30991 1.67053 1.7869 -0.3300 0.4137 -0.760
N 1.28428 -8.86662 1.85075 0.0932 -1.0694 -0.3340 -0.296
H 1.53627 -8.82860 0.87343 0.9548 1.5733 -0.4647 0.324
H 2.00055 -9.40746 2.31395 0.6718 0.0527 0.4095 0.377
H 0.57788 -9.56945 1.68600 -1.4041 -0.1286 1.0136 0.377
H -0.82865 -8.48182 3.77420 0.1294 -0.1934 -0.4470 0.380
H 0.02201 -7.29746 4.64889 0.3497 0.4094 -0.3724 0.416
H 0.81778 -8.80758 4.35455 -0.2076 -0.2624 0.4722 0.394
H 0.13033 -7.12811 2.03986 0.4554 0.1646 -0.4420 0.197
H 2.89812 -7.19124 3.43748 -0.2231 -0.4027 0.7654 0.409
H 1.75397 -5.86629 3.59148 -0.2858 0.2481 -0.4548 0.508
H 4.26967 -5.67518 2.25144 0.8515 0.6235 0.0617 0.326
H 3.02503 -4.46390 2.23104 -0.2275 0.3563 -0.6425 0.321
H 3.74023 -5.19337 0.63432 -0.0740 0.8176 0.2327 0.248
C 7.03266 12.06244 8.97684 0.1268 -3.2445 -0.5505 -1.151
C 6.20863 10.74583 9.23121 0.8829 1.0774 1.1228 0.034
C 6.21634 9.49927 8.31204 -0.7662 0.6107 0.3574 -0.630
O 7.06537 8.49109 8.73216 1.1163 0.2577 -0.5657 -0.389
C 6.76575 7.22384 8.11391 -0.3128 -0.3932 1.3131 -0.753
N 6.51177 10.34874 10.73557 -1.2121 -1.0006 -1.7879 -0.327
H 7.46061 10.16970 11.03177 0.7329 0.9211 -0.2714 0.352
H 5.99505 11.01877 11.28709 0.2240 0.0364 0.7123 0.366
H 6.13907 9.41531 10.83521 -0.8143 -0.4223 0.3720 0.315
H 8.07259 11.81910 9.19461 0.1342 0.3310 0.4424 0.385
H 6.65217 12.89166 9.57327 0.0427 0.1437 -0.7387 0.406
H 7.06093 12.02067 7.88801 -0.4168 1.5106 -0.0858 0.325
H 5.14633 10.98956 9.24544 0.0837 0.3507 0.3471 0.328
H 6.32254 9.80157 7.27019 0.4745 0.1605 -0.1419 0.438
H 5.17641 9.17911 8.37625 -0.2247 -0.5752 -0.0635 0.386
H 7.57512 6.53543 8.35704 -0.0310 0.2042 0.0663 0.239
H 6.60214 7.17106 7.03756 0.0345 0.7392 -0.0183 0.314
H 5.87227 6.92548 8.66236 -0.2098 -0.6674 -0.4930 0.359
C 12.60003 1.78618 1.03495 1.2811 0.4210 -1.5022 -1.401
C 12.45493 2.72894 -0.20628 0.9512 -0.1966 -0.5395 0.049
C 13.16302 2.23847 -1.54023 0.2688 0.4250 1.2783 -0.776
O 13.01767 3.15083 -2.64929 -0.9153 -1.7255 1.1516 -0.342
C 13.21471 2.53450 -3.93746 1.7398 0.7905 -0.5409 -0.766
N 10.95621 2.89568 -0.39547 1.1637 -0.0094 0.2841 -0.190
H 10.72064 3.78998 -0.80146 -0.2283 0.1495 -0.6620 0.341
H 10.66752 2.09779 -0.94330 -0.7267 -0.0193 -0.3859 0.366
H 10.54989 2.85469 0.52828 -0.5679 -0.0913 0.2842 0.349
H 12.22436 0.79791 0.76985 -0.5981 0.0776 0.4235 0.423
H 12.24051 2.24709 1.95496 -0.4750 -0.2508 -0.1741 0.446
H 13.65681 1.59220 1.21848 0.1476 0.2343 -0.0884 0.379
H 12.87632 3.71985 -0.03719 -0.2820 0.0392 0.3350 0.298
H 12.99556 1.16727 -1.65241 -1.0664 -0.0898 -0.9868 0.468
H 14.20468 2.15117 -1.23133 0.4511 0.6312 -0.0388 0.420
H 12.36168 2.15029 -4.49678 -0.3057 -0.0904 0.7174 0.293
H 14.06174 1.84859 -3.92458 -0.3790 -0.7094 0.4316 0.339
H 13.69120 3.29323 -4.55826 -0.5510 0.4752 -0.0209 0.301
C -2.41714 -1.86277 8.70814 -2.0816 -2.5657 2.0149 0.602
F -3.43975 -1.61052 7.89135 0.2086 0.2259 -1.3666 -0.245
F -1.27598 -2.11240 8.09153 0.3786 0.6754 -0.9802 -0.227
F -2.32294 -0.79062 9.46675 0.8937 1.0451 0.5963 -0.242
S -2.88096 -3.42906 9.73089 0.7195 -0.6471 -3.8433 1.057
O -3.34014 -4.33367 8.57296 0.8375 2.0571 3.3284 -0.678
O -1.58028 -3.73570 10.28268 0.3258 -0.7105 0.0866 -0.654
O -3.81441 -2.96067 10.70890 -1.1438 -0.1236 0.0344 -0.613
C 5.25286 -0.08862 6.48466 1.0443 -0.9247 -0.0320 0.573
F 4.97338 -1.44076 6.85725 0.3016 3.2342 -0.6433 -0.226
F 4.61527 0.19194 5.32741 0.2335 -0.5516 1.0780 -0.209
F 4.80850 0.77826 7.42784 0.3522 -1.2758 -0.7779 -0.207
S 7.22523 0.08498 6.12223 1.9028 -1.7323 -0.2145 1.044
O 7.96608 0.47525 7.33541 -1.5684 0.5337 -0.5890 -0.654
O 7.60803 -1.29918 5.76950 -1.0294 0.9556 -0.0474 -0.674
O 7.35752 1.00621 4.98553 -0.8069 -0.2127 1.0864 -0.648

=====

Record 2
114
Properties=species:S:1:pos:R:3:forces:R:3:mulliken_charge:R:1 method="wB97M-V/def2-TZVPD" molar_mass_g_mol=955.022 homo_ev=-9.6 gap_ev=8.91 total_charge=0 e_tot_ev=-161256.171
K -2.59387 1.22200 3.17828 0.4944 -0.1208 -0.2108 1.007
O 0.93095 -2.60565 2.93300 0.3442 0.0046 0.1102 -0.687
V 0.07194 -1.49860 3.64560 -2.4587 0.0711 -1.7299 1.069
O 0.80003 -0.90103 4.87625 1.0447 0.7295 0.9646 -0.708
C 0.44878 1.14804 0.31069 -0.2543 -0.1207 -0.8867 -0.292
C -0.45927 0.13052 0.95007 0.2464 -0.3739 1.1265 2.744
C -0.33448 -1.26524 0.38606 0.4371 -0.3650 0.4196 -1.283
O -0.14158 0.15566 2.33939 -0.6969 -1.2756 1.4432 -0.185
H 1.49054 0.94848 0.56047 0.0216 -0.0693 0.0746 -0.046
H 0.19053 2.15977 0.62947 0.0105 -0.0506 -0.0316 -0.250
H 0.32620 1.07973 -0.77931 0.0990 0.3018 0.0239 0.081
H -1.51672 0.40832 0.79294 0.0212 0.2848 -0.0065 -0.432
H -0.91660 -1.95303 1.00593 -0.3580 0.0784 -0.3070 -0.122
H 0.68549 -1.64083 0.52666 0.1040 0.2084 -0.3667 -0.307
H -0.67249 -1.30868 -0.65036 0.0876 -0.1462 -0.0485 0.093
C -3.29839 -3.59394 5.06432 -0.2716 -0.7050 0.2025 -1.121
C -2.11652 -2.82883 4.54953 -0.3433 0.6428 0.5042 1.232
O -2.29043 -1.94537 3.63862 0.5347 0.5419 -0.6786 -0.767
O -0.99805 -2.97375 5.05569 0.7019 0.1476 -0.4839 -0.537
H -3.00493 -4.24184 5.88795 0.1565 0.0204 -0.0696 0.317
H -3.72957 -4.22651 4.28506 0.0610 0.1232 -0.0958 0.220
H -4.10301 -2.95852 5.43274 0.1414 0.2914 -0.2007 0.300
C 1.64466 4.26707 -0.62366 0.1073 0.0205 -0.7499 -0.072
O 2.89710 3.75965 -1.05140 -0.0894 0.0702 0.2740 -0.550
H 0.87292 3.51780 -0.82224 -0.1435 0.2077 0.2934 -0.368
H 1.68369 4.52893 0.43003 0.0772 -0.1827 0.0758 0.155
H 1.39648 5.17620 -1.18540 -0.0805 0.0642 0.0593 0.504
H 2.72501 3.21330 -1.82567 0.2729 -0.0645 -0.0298 0.308
C -2.99176 -4.41312 0.89433 0.4085 0.3191 -0.8799 -0.434
O -3.36276 -3.07961 1.19320 -0.3015 -0.0355 0.0756 -0.336
H -1.98088 -4.45068 0.45686 0.0633 -0.0296 0.4481 0.040
H -3.06577 -5.11738 1.72368 -0.0528 0.1013 0.0931 0.266
H -3.62231 -4.74370 0.06457 -0.2610 -0.0654 0.3056 0.284
H -2.99247 -2.77192 2.03641 0.1145 -0.1485 -0.0220 0.194
C 0.12639 4.60369 2.86177 0.0445 -0.1581 0.3036 -0.651
O -0.43046 3.31420 3.13524 -0.3051 0.1377 -0.0535 -0.384
H 1.19461 4.58371 3.09667 0.0413 0.1081 -0.4214 0.284
H -0.09844 4.93135 1.84341 0.2514 -0.1169 -0.0271 0.124
H -0.29812 5.35721 3.52529 -0.2988 -0.3270 0.1354 0.340
H 0.02820 2.65889 2.59095 0.0860 -0.0716 0.1999 0.089
O 6.89098 0.65342 4.12923 0.9541 -0.0917 1.3372 -0.626
S 6.13306 0.53963 2.95235 -0.5315 0.6735 -1.0344 1.116
O 5.51852 -0.68930 2.58059 -0.1629 -0.6862 -0.0603 -0.486
O 5.04316 1.68015 2.99229 -0.3069 -0.1261 -0.2540 -0.383
C 3.64041 1.34748 2.94504 -1.2230 0.1395 0.8758 0.619
C 3.03867 1.43527 4.35361 0.5077 -0.2793 -0.4869 -1.155
C 7.07302 1.14569 1.60358 0.0454 -0.2671 -0.5478 -0.886
H 3.44499 0.34343 2.57037 0.4166 0.0232 -0.2593 -0.140
H 3.14626 2.06694 2.29217 0.3649 0.1043 -0.1804 0.041
H 3.39061 2.32819 4.86809 -0.1069 0.0737 -0.0156 0.398
H 3.36078 0.55251 4.90636 -0.1209 0.0912 0.1944 0.306
H 1.95108 1.41910 4.28465 0.0154 0.0095 0.0614 0.210
H 6.49422 0.98287 0.69602 -0.1401 0.2275 0.0410 0.233
H 7.98659 0.56577 1.49595 0.1135 0.0749 0.3034 0.363
H 7.26203 2.19976 1.77064 0.1447 0.0352 -0.0333 0.356
O 2.07009 -5.52836 -3.20637 0.2399 -0.6611 -0.3995 -0.672
S 2.11271 -4.36106 -2.40319 -0.7390 0.9580 0.3821 1.103
O 3.32364 -3.86957 -1.83629 0.3362 -0.0045 -0.1390 -0.517
O 1.57020 -3.12559 -3.25444 0.0169 -0.0117 -0.0902 -0.209
C 0.27526 -3.24144 -3.88353 -0.1011 -0.3487 -0.8396 -0.169
C 0.25869 -2.40211 -5.15417 -0.3150 0.1128 0.8892 -1.298
C 0.85795 -4.49854 -1.17378 0.5498 -0.3404 0.4875 -0.975
H -0.50210 -2.94020 -3.18038 0.1078 0.0923 0.0925 0.221
H 0.11355 -4.27709 -4.19375 -0.0046 -0.0708 0.3730 0.460
H 0.80559 -2.90729 -5.94241 0.1519 0.1913 -0.1126 0.400
H 0.64789 -1.41480 -4.91500 0.1883 0.0230 -0.2888 0.161
H -0.78498 -2.27066 -5.44433 0.0265 -0.0985 -0.1845 0.387
H 1.29813 -5.00913 -0.31375 -0.0059 -0.2817 -0.2156 0.572
H 0.05858 -5.07180 -1.63120 -0.2361 0.1054 0.2200 0.485
H 0.58313 -3.52702 -0.78618 -0.2185 0.2905 -0.2696 -0.002
O -6.23731 0.57081 -3.21007 -0.3622 0.5184 -0.0273 -0.653
S -5.61766 -0.69751 -3.00835 1.0575 -0.2495 0.3345 1.190
O -6.03150 -1.85697 -3.71656 -0.3212 -0.2000 -0.1148 -0.637
O -4.06653 -0.55652 -3.34906 -0.0523 0.0209 -0.4138 -0.262
C -3.41008 0.70424 -3.12214 0.6360 0.0399 0.9608 0.329
C -1.90874 0.46578 -3.19987 -0.7576 0.0255 -0.6953 -0.567
C -5.55217 -1.04811 -1.25272 -0.6462 1.0163 -1.8486 -0.561
H -3.62085 1.01677 -2.09387 -0.2285 0.1785 -0.1996 -0.282
H -3.72618 1.48607 -3.80976 -0.3075 -0.2625 -0.1815 0.296
H -1.59318 -0.12213 -2.34415 0.3024 0.0802 0.0172 -0.373
H -1.42093 1.43731 -3.26678 0.2376 -0.0911 0.3352 0.369
H -1.68119 -0.06382 -4.12679 0.1235 -0.0771 0.0950 0.347
H -4.96084 -0.22351 -0.87146 0.3623 -0.3302 0.5380 -0.052
H -5.17043 -2.05714 -1.21385 0.0511 -0.0507 0.7437 0.302
H -6.59476 -0.86368 -0.99929 0.0189 -0.5838 0.5478 0.425
O -3.66164 1.94048 0.20592 0.0002 -0.9891 0.4872 -0.536
S -3.50541 3.34036 0.01840 -0.4641 0.6210 -0.5137 1.168
O -2.97146 4.14393 1.06528 0.4065 0.1711 0.3684 -0.638
O -2.65198 3.46843 -1.30332 0.1374 0.1098 0.5326 -0.074
C -2.10268 4.76199 -1.60836 0.8064 1.2153 -1.1604 0.036
C -2.45450 5.08892 -3.05168 -0.6026 -0.9954 -0.0146 -1.217
C -5.04976 4.00795 -0.49950 0.1279 -0.4473 -0.1995 -1.056
H -1.01380 4.74762 -1.53499 -0.0866 -0.4610 0.3391 -0.183
H -2.43301 5.55921 -0.94411 -0.3107 -0.3107 0.2855 0.527
H -2.13219 4.25510 -3.68076 0.1531 0.1178 -0.0324 0.250
H -2.00866 5.99976 -3.43641 0.0342 0.1538 0.2338 0.424
H -3.54284 5.10849 -3.15693 0.0495 0.3184 -0.0913 0.293
H -5.70792 4.12720 0.35420 0.0577 0.0387 0.1232 0.397
H -5.43967 3.24736 -1.17453 -0.2136 0.2383 -0.1856 0.299
H -4.86435 4.95320 -0.99903 -0.1234 0.0876 -0.0231 0.365
C 2.84995 -0.65281 -1.92484 -0.2612 -0.6531 0.4668 -0.485
N 2.30746 0.46292 -2.72265 0.2826 -0.7873 -0.4852 1.115
O 1.26609 0.28217 -3.31544 -0.4196 0.0757 0.2047 -0.537
O 2.99374 1.44973 -2.84022 0.2388 0.7921 0.1224 -0.752
H 2.06868 -1.05977 -1.28641 -0.0709 0.2924 0.0732 0.004
H 3.70252 -0.32453 -1.34952 0.0571 0.1657 -0.0269 0.259
H 3.08465 -1.46874 -2.60104 0.2163 0.1940 -0.2033 0.425
C 5.38482 -3.09741 0.64528 0.5438 0.2428 0.6120 -0.924
N 3.95733 -3.36087 0.88794 -0.3889 0.9786 -0.7647 0.916
O 3.21925 -2.38548 0.89878 0.0274 -0.4197 0.1058 -0.312
O 3.60484 -4.50921 0.96558 -0.2070 -0.3722 0.3949 -0.550
H 5.75722 -3.89521 0.01844 0.1013 0.0124 -0.0747 0.342
H 5.87776 -3.05943 1.61644 -0.0397 -0.3431 0.0120 0.355
H 5.50061 -2.09549 0.25294 -0.1908 -0.0871 -0.3568 0.193